Here is a structure of composition C17H17F17NOSYb from OMol25. Energies are from ωB97M-V/def2-TZVPD.

Its spin multiplicity is 2. The value obtained for the gap between HOMO and LUMO (alpha / beta) is 4.223 / 5.422 eV. As for the charge: +2.

Each line ends with the Mulliken spin population.
CARTESIAN COORDINATES (ANGSTROEM)
C  1.72545  -0.81938  2.82205  0.009
C  1.61966  -0.73486  1.28477  0.022
C  1.20797  -2.19198  0.86470  0.010
C  0.46659  0.26352  0.92081  -0.003
C  0.93264  1.65280  0.41012  0.013
S  1.92600  2.39926  1.82233  -0.001
C  -0.19164  2.68474  0.13497  -0.009
F  0.44363  3.87400  -0.08758  0.001
F  -0.89114  2.93077  1.28998  0.000
C  -1.14618  2.52400  -1.07704  -0.003
F  -0.52507  2.69068  -2.20358  0.000
F  -1.93724  3.59912  -0.97344  0.000
C  -2.11980  1.28246  -1.10482  0.001
F  -2.40287  0.91276  0.14702  0.000
F  -3.24089  1.75503  -1.60506  0.000
C  -1.70136  0.13369  -2.06537  0.000
F  -2.07155  0.52471  -3.26310  0.000
F  -0.37184  0.02471  -2.15461  0.001
C  -2.27241  -1.31954  -1.83673  0.000
F  -1.29612  -2.06906  -1.31295  0.000
F  -2.45709  -1.82601  -3.02813  0.000
C  -3.56515  -1.55760  -1.00298  0.000
F  -4.41680  -0.52753  -0.93099  0.000
F  -4.23943  -2.51094  -1.62360  0.000
C  -3.34460  -2.13108  0.44432  0.000
F  -2.33779  -1.54663  1.10918  0.000
F  -3.09769  -3.41386  0.30241  0.000
C  -4.61861  -2.03752  1.33792  0.000
F  -4.40934  -2.84936  2.35293  0.000
F  -5.68895  -2.43856  0.73361  0.000
F  -4.76659  -0.82726  1.82496  0.000
C  1.98329  1.51323  -0.71396  0.023
C  2.89422  0.25719  -0.63673  0.003
C  2.65338  -0.72751  -1.80092  0.013
C  4.34018  0.77072  -0.88863  0.007
N  2.92344  -0.43942  0.66926  0.344
O  3.84084  -0.06344  1.47925  0.562
H  2.15959  0.06822  3.27795  0.007
H  2.40908  -1.63128  3.05576  -0.002
H  0.76856  -1.09451  3.26439  -0.001
H  0.12751  -2.25486  0.75237  0.002
H  1.45737  -2.86358  1.68212  -0.004
H  1.76450  -2.54920  0.00582  -0.001
H  -0.22646  -0.24208  0.25539  0.003
H  -0.08560  0.43016  1.84734  0.005
H  1.27349  2.04952  2.97232  0.000
H  1.55874  1.56431  -1.71448  -0.004
H  2.63251  2.39018  -0.63610  0.002
H  1.73729  -1.30729  -1.68561  -0.001
H  3.49373  -1.41701  -1.82228  -0.002
H  2.56064  -0.17167  -2.73010  0.000
H  5.06621  -0.02186  -0.74970  -0.002
H  4.56856  1.66616  -0.31792  0.004
H  4.37013  1.02894  -1.95090  -0.001
Yb  0.51702  4.59402  2.85330  0.001